[1]
# C23H26F2O4

A cluster of 2 separate species, C23H26F2O4 in total in a non-equilibrium geometry (ωB97M-V/def2-TZVPD, the OMol25 dataset).

Geometry as ORCA input:
```
! wB97M-V def2-TZVPD RIJCOSX def2/J DEFGRID3
* xyz 0 1
C -4.6757 -0.4212 1.4272
C -3.8014 0.7841 1.6163
O -2.4467 0.3325 1.5247
C -1.5885 1.3689 1.6342
C -0.1934 1.0045 1.8127
C 0.7616 2.0362 2.3338
C 0.4446 2.3443 3.7999
C 0.6962 3.3167 1.5091
C 0.0614 -0.4058 2.0724
O -0.4565 -1.3828 1.5332
O 1.0272 -0.5297 3.0157
C 1.4023 -1.8580 3.4932
C 0.5070 -2.3543 4.5980
O -2.0245 2.5248 1.6266
H -5.7161 -0.1042 1.4492
H -4.5007 -0.9004 0.4592
H -4.5341 -1.1591 2.2228
H -3.9840 1.5387 0.8405
H -3.9712 1.2311 2.6080
H 1.7602 1.5909 2.2197
H 0.5120 1.4227 4.3834
H 1.1515 3.0829 4.1902
H -0.5832 2.7262 3.8606
H 1.0260 3.0927 0.4931
H -0.3449 3.6592 1.4830
H 1.3613 4.0806 1.9324
H 1.3987 -2.5304 2.6323
H 2.4217 -1.7135 3.8539
H 0.8758 -3.3284 4.9209
H 0.5300 -1.6824 5.4610
H -0.5191 -2.4937 4.2503
F -1.5896 -2.8550 -1.7621
C -1.3765 -1.5322 -2.0733
C -2.2039 -0.9320 -3.0251
C -1.9650 0.4157 -3.3368
C -0.9382 1.1125 -2.7250
C -0.0940 0.4944 -1.7553
C 0.9482 1.3017 -1.2260
C 2.2358 0.9159 -0.7753
C 3.2169 1.9495 -0.6328
C 4.4498 1.6919 -0.0653
C 4.7566 0.4141 0.4373
C 3.8207 -0.6007 0.2300
F 4.0746 -1.8368 0.7824
C 2.6240 -0.4182 -0.4497
C -0.3787 -0.8496 -1.3919
H -3.0030 -1.5036 -3.4962
H -2.5924 0.9157 -4.0781
H -0.7384 2.1527 -2.9826
H 0.7982 2.3780 -1.3608
H 2.9762 2.9505 -1.0001
H 5.1907 2.4914 0.0147
H 5.6855 0.2096 0.9655
H 1.9911 -1.2601 -0.6901
H 0.1051 -1.3214 -0.5482
*
```

The HOMO energy is -7.0 eV. The value obtained for the largest force on an atom is 1.55 eV Å⁻¹. As for the energy relative to the best compared isomer or geometry (same formula, charge and spin): 5.5 kcal/mol. Its electronic energy is -37895.09572 eV. The HOMO-LUMO gap comes out at 4.3 eV.

---

[2]
# C23H26F3NO5

An isolated molecule of C23H26F3NO5 (ωB97M-V/def2-TZVPD, the OMol25 dataset).

Geometry as ORCA input:
```
! wB97M-V def2-TZVPD RIJCOSX def2/J DEFGRID3
* xyz 0 1
C -2.3136 -4.2555 -0.2167
C -1.6118 -3.7293 1.0271
O -1.1258 -2.4056 0.8132
C 0.0986 -2.2900 0.2789
O 0.8121 -3.2352 0.0186
C 0.4746 -0.8909 0.0519
C 1.7235 -0.6513 -0.3857
N 2.2002 0.5938 -0.6744
C 3.6049 0.7931 -0.9176
C 4.3699 0.9694 0.4186
C 5.8864 0.9335 0.2103
C 6.1839 -0.5629 0.3100
C 5.1254 -1.0439 1.3081
O 4.0696 -0.0915 1.2994
C 1.3768 1.6565 -0.4452
C 0.1054 1.5439 -0.0181
C -0.6544 2.7888 0.1373
O -0.1987 3.8912 -0.0852
O -1.9141 2.5905 0.5468
C -2.6879 3.7760 0.7341
C -4.0793 3.3913 1.1952
C -0.5452 0.2083 0.2821
C -1.7202 -0.0111 -0.6515
C -1.4287 0.0022 -2.0146
C -2.3938 -0.2183 -2.9756
C -3.7002 -0.4675 -2.5903
C -4.0160 -0.4790 -1.2475
C -3.0424 -0.2441 -0.2758
C -3.5743 -0.3235 1.1316
F -2.8321 0.1980 2.1091
F -4.7722 0.2962 1.2296
F -3.8210 -1.6009 1.4941
H -2.7138 -5.2455 -0.0185
H -3.1274 -3.5901 -0.4945
H -1.6084 -4.3166 -1.0424
H -2.3071 -3.6506 1.8641
H -0.7695 -4.3765 1.2925
H 2.3981 -1.4809 -0.5348
H 3.7446 1.6830 -1.5358
H 3.9913 -0.0793 -1.4486
H 4.0234 1.8939 0.8947
H 6.3821 1.4725 1.0174
H 6.1846 1.3671 -0.7414
H 6.0507 -1.0469 -0.6579
H 7.1929 -0.7667 0.6594
H 5.5286 -1.0885 2.3264
H 4.7200 -2.0277 1.0531
H 1.7822 2.6389 -0.6423
H -2.1840 4.4075 1.4749
H -2.7179 4.3275 -0.2130
H -4.6621 4.2897 1.3767
H -4.5781 2.7918 0.4388
H -4.0226 2.8138 2.1132
H -0.8714 0.1872 1.3226
H -0.4082 0.1874 -2.3163
H -2.1281 -0.2015 -4.0219
H -4.4666 -0.6512 -3.3270
H -5.0327 -0.6708 -0.9373
*
```

The HOMO energy is -7.9 eV. The value obtained for the largest force on an atom is 0.79 eV Å⁻¹. As for the energy relative to the best compared isomer or geometry (same formula, charge and spin): 0.0 kcal/mol. Its electronic energy is -44154.04067 eV. The HOMO-LUMO gap comes out at 8.3 eV.

---

[3]
# C23H26FN4O5PtS2

A structure of composition C23H26FN4O5PtS2 in a non-equilibrium geometry (ωB97M-V/def2-TZVPD, the OMol25 dataset).

Geometry as ORCA input:
```
! wB97M-V def2-TZVPD RIJCOSX def2/J DEFGRID3
* xyz -1 1
Pt 0.1172 0.0112 -0.2674
F 2.8340 2.4564 5.1318
C 2.6296 1.8629 3.9215
C 2.2330 0.5360 3.8783
C 2.0613 -0.0779 2.6597
C 2.2959 0.6178 1.4547
C 2.2173 -0.0401 0.1725
C 2.6687 1.9734 1.5510
C 2.8412 2.5939 2.7664
H 2.0684 -0.0030 4.7975
H 1.7264 -1.1025 2.6156
H 2.4690 -1.1007 0.1861
H 2.7148 0.5015 -0.6346
H 2.8473 2.5291 0.6429
H 3.1341 3.6307 2.8216
O 0.4517 8.2736 -0.2801
C -0.0215 7.2242 0.4537
O -0.4462 7.4437 1.5646
C 0.0144 5.8978 -0.1679
C 0.3151 5.6667 -1.5189
C 0.2705 4.3985 -2.0449
C -0.0480 3.2956 -1.2373
S -0.1982 1.7429 -1.9730
C -0.2929 3.5152 0.1257
C -0.2844 4.7864 0.6371
H 0.7926 7.9759 -1.1316
H 0.5665 6.4818 -2.1905
H 0.4867 4.2307 -3.0919
H -0.4819 2.6626 0.7666
H -0.4941 4.9618 1.6811
C -2.8985 -4.1179 -0.3620
C -1.9971 -4.4108 -1.5563
C -0.4933 -4.2232 -1.2488
C 0.3393 -4.5794 -2.4939
C 1.8319 -4.3840 -2.2517
C -0.1046 -5.1639 -0.1236
O 0.0089 -6.3651 -0.2698
N 0.0909 -4.5719 1.0792
C 0.0547 -3.1795 1.3841
O 0.1979 -2.8620 2.5425
N -0.1046 -2.3437 0.3502
C -0.3022 -2.7547 -0.8982
O -0.4060 -1.9113 -1.8027
H -3.9433 -4.1828 -0.6597
H -2.7179 -3.1200 0.0309
H -2.7289 -4.8353 0.4382
H -2.2496 -3.7361 -2.3778
H -2.1551 -5.4387 -1.8903
H 0.0173 -3.9497 -3.3245
H 0.1439 -5.6234 -2.7462
H 2.0545 -3.3352 -2.0667
H 2.4029 -4.7076 -3.1198
H 2.1580 -4.9719 -1.3953
H 0.3167 -5.1752 1.8628
N -2.7572 0.0306 -1.0597
C -2.9199 0.7579 0.0549
N -3.9681 1.6145 0.1106
S -1.9516 0.5397 1.4005
H -3.1445 0.3704 -1.9270
H -1.8773 -0.4974 -1.1327
H -4.3849 1.9492 -0.7452
H -4.0037 2.2297 0.9057
*
```

The HOMO energy (alpha / beta) is -4.1 / -4.1 eV. The value obtained for the largest force on an atom is 2.44 eV Å⁻¹. As for the energy relative to the best compared isomer or geometry (same formula, charge and spin): 61.0 kcal/mol. Its electronic energy is -68110.61788 eV. The HOMO-LUMO gap (alpha / beta) comes out at 6.4 / 6.4 eV.

---

[4]
# C23H26GeN4O4Pd

A structure of composition C23H26GeN4O4Pd (ωB97M-V/def2-TZVPD, the OMol25 dataset).

Geometry as ORCA input:
```
! wB97M-V def2-TZVPD RIJCOSX def2/J DEFGRID3
* xyz 0 1
Pd 0.7459 -0.5883 -0.2156
C -1.3238 -1.0417 3.6182
C -0.7317 -1.1240 2.2467
N 0.2527 -0.3854 1.8635
O 0.6891 0.5325 2.8147
C -1.2614 -2.0763 1.2791
C -2.2746 -3.1231 1.6207
N -0.7444 -1.9830 0.0690
O -1.0219 -2.7557 -0.8815
H -1.1561 -0.0693 4.0704
H -0.8643 -1.7991 4.2577
H -2.3907 -1.2537 3.5758
H 1.4034 0.9815 2.3536
H -2.0546 -3.6046 2.5748
H -2.2630 -3.8772 0.8360
H -3.2902 -2.7208 1.6779
O 1.6101 4.3517 -5.8439
C 0.7036 4.9434 -4.9424
N 0.3212 3.8965 -4.0280
C -0.7540 4.0719 -3.2281
O -1.4132 5.0996 -3.2546
C -1.1333 2.9441 -2.3137
C -2.3663 3.0101 -1.6725
C -2.7373 1.9810 -0.8277
C -1.8570 0.9272 -0.6352
N -0.6662 0.8700 -1.2280
C -0.3177 1.8564 -2.0527
H 1.9805 5.0411 -6.4009
H -0.1932 5.3132 -5.4459
H 1.1688 5.7718 -4.3962
H 0.8679 3.0496 -4.0385
H -3.0006 3.8667 -1.8564
H -3.6907 1.9850 -0.3182
H -2.1044 0.0961 0.0149
H 0.6644 1.7610 -2.4937
Ge 2.9036 0.4596 -0.7373
C 3.1660 1.0191 -2.5914
C 2.3964 0.5185 -3.6397
C 2.6397 0.8996 -4.9528
C 3.6549 1.8008 -5.2369
C 4.4186 2.3222 -4.2017
C 4.1743 1.9333 -2.8922
C 3.3564 -1.4191 -0.4795
C 4.1550 -1.8966 0.5642
C 4.2110 -3.2483 0.8497
C 3.4376 -4.1529 0.1271
C 2.6136 -3.6986 -0.8851
C 2.5799 -2.3406 -1.1925
H 3.8141 1.3719 0.1092
H 1.5893 -0.1771 -3.4410
H 2.0330 0.4912 -5.7519
H 3.8384 2.1090 -6.2574
H 5.2080 3.0333 -4.4136
H 4.7880 2.3488 -2.1004
H 4.7429 -1.2057 1.1586
H 4.8526 -3.6045 1.6466
H 3.4796 -5.2085 0.3637
H 1.9919 -4.3892 -1.4402
H 1.9435 -2.0125 -2.0074
*
```

The HOMO energy is -7.2 eV. The value obtained for the largest force on an atom is 0.78 eV Å⁻¹. As for the energy relative to the best compared isomer or geometry (same formula, charge and spin): 27.8 kcal/mol. Its electronic energy is -98415.21952 eV. The HOMO-LUMO gap comes out at 6.9 eV.